Formula: C8H15N2
Source: OMol25
Level of theory: ωB97M-V with the def2-TZVPD basis set

Output
* maximum force: 5.878 eV/Å
* HOMO energy: -13.8 eV
* LUMO level: -3.06 eV
* net charge: +1
* calculated total energy: -11511.179 eV
* SMILES: CC(C)c1ccn(C)[n+]1C

```
25
Properties=species:S:1:pos:R:3:forces:R:3
C 1.086692 -2.671557 -0.042371 0.629 -2.422 -0.932
C 1.302121 -1.170307 0.027701 -1.840 1.458 0.767
C 2.119196 -0.745397 1.298707 -2.330 -2.759 -1.133
C -0.048937 -0.474033 0.153289 0.275 0.589 -0.374
C -1.115944 -0.691202 1.035428 0.693 1.097 0.130
C -1.939571 0.418527 1.007793 3.032 -0.950 -3.120
N -1.500434 1.188974 0.000330 1.545 0.229 -0.528
C -2.070267 2.380058 -0.612416 -0.668 1.664 5.598
N -0.289404 0.688906 -0.500525 -2.516 -0.489 1.377
C 0.304784 1.388323 -1.625846 -0.367 -0.640 -1.091
H 1.167715 -3.335536 0.863541 0.678 1.431 -0.214
H 1.776052 -3.126724 -0.799772 -0.423 0.346 0.719
H 0.102735 -3.041203 -0.340222 -0.213 0.814 -0.546
H 1.749542 -0.623331 -0.833893 0.171 -1.380 0.271
H 2.225409 0.287241 1.255659 1.121 1.686 0.260
H 2.914392 -1.454021 1.182288 1.315 0.529 0.724
H 1.482920 -1.037049 2.143338 0.495 0.143 0.099
H -1.111872 -1.404057 1.795736 -0.121 -1.186 0.833
H -2.695967 0.762105 1.580198 -2.525 0.597 1.683
H -3.032494 2.546348 0.048289 1.492 -0.237 -2.121
H -1.429506 3.282980 -0.356165 -0.619 -1.067 -0.608
H -2.139407 2.217485 -1.619009 -1.071 -0.002 -2.396
H -0.576327 1.673904 -2.313511 1.904 -0.676 0.662
H 0.720521 2.338962 -1.213764 0.369 -0.902 -0.815
H 0.998050 0.600605 -2.134803 -1.027 2.125 0.756
```
Positions in Å, forces in eV/Å.